Record 1
{
  "formula": "C10H27BO5",
  "method": "ωB97M-V with the def2-TZVPD basis set",
  "total_charge": 0,
  "smiles": "CCB(O)[C@@H](COC)OC.CCO.CCO",
  "lumo_ev": 0.349,
  "energy_ha": -798.10965,
  "elements": ["C", "C", "B", "O", "C", "C", "O", "C", "O", "C", "H", "H", "H", "H", "H", "H", "H", "H", "H", "H", "H", "H", "H", "H", "H", "C", "C", "O", "H", "H", "H", "H", "H", "H", "C", "C", "O", "H", "H", "H", "H", "H", "H"],
  "coordinates": [[1.93017, -2.82696, 0.93158], [2.87568, -2.42646, -0.37542], [2.65117, -0.89454, -0.92005], [3.85862, 0.00423, -0.87637], [1.25800, -0.24534, -1.51254], [0.01684, -1.32909, -1.67290], [-1.16164, -1.03028, -0.84681], [-1.79170, -2.33102, -0.56882], [0.81140, 0.98774, -0.84683], [0.92390, 0.92641, 0.61430], [0.89888, -3.23253, 0.53609], [1.79698, -1.86582, 1.61673], [2.47498, -3.63498, 1.61958], [3.99816, -2.64420, -0.06975], [2.61385, -3.14913, -1.28807], [4.30614, -0.13947, -1.77875], [1.51758, 0.07825, -2.63348], [0.31719, -2.44032, -1.46999], [-0.35982, -1.29717, -2.80521], [-1.79346, -3.06470, -1.48698], [-1.25666, -2.88139, 0.33743], [-2.90806, -2.15913, -0.24336], [0.15031, 1.73203, 1.03769], [0.56613, -0.10245, 1.09091], [1.97710, 1.27969, 1.03961], [-2.43129, -0.54019, 4.15939], [-1.09800, 0.12465, 3.88623], [-0.18619, -0.82065, 3.34648], [-2.30964, -1.37279, 4.85994], [-3.14436, 0.17427, 4.58021], [-2.85190, -0.95765, 3.23873], [-0.67099, 0.52094, 4.81219], [-1.20928, 0.95017, 3.17655], [-0.57086, -1.16030, 2.52023], [-1.76096, 3.38934, -3.12418], [-0.93292, 4.59117, -2.71891], [-0.84239, 4.66284, -1.30364], [-2.76655, 3.45285, -2.69575], [-1.84425, 3.32226, -4.21256], [-1.31208, 2.46462, -2.74709], [-1.39653, 5.51441, -3.07873], [0.07816, 4.52866, -3.13285], [-0.42173, 3.84205, -0.99483]]
}



Record 2
{
  "formula": "C10H27BO5P",
  "method": "ωB97M-V with the def2-TZVPD basis set",
  "total_charge": -1,
  "lumo_ev": 2.939,
  "energy_ha": -1139.59482,
  "elements": ["C", "C", "C", "C", "C", "P", "C", "C", "O", "C", "C", "O", "B", "O", "O", "C", "H", "H", "H", "H", "H", "H", "H", "H", "H", "H", "H", "H", "H", "H", "H", "H", "H", "H", "H", "H", "H", "H", "H", "H", "H", "O", "H", "H"],
  "coordinates": [[-1.45840, -3.20151, 0.77387], [-0.32457, -2.54070, -0.02704], [-0.93613, -1.70480, -1.14545], [0.04847, -0.90343, -2.01796], [0.85953, -1.92704, -2.84285], [1.29728, 0.22185, -1.05035], [0.24870, 1.86778, -1.30275], [-0.54984, 2.28263, -0.10503], [-1.60752, 1.32413, 0.17639], [-2.31364, 1.59370, 1.25610], [-2.51716, 0.43499, 2.16518], [-2.79439, 2.65090, 1.49490], [2.72550, 1.26209, -0.17724], [2.69546, 1.50096, 1.21662], [3.79721, 1.81977, -0.86476], [5.06178, 1.54936, -0.29270], [-1.95451, -3.98245, 0.21073], [-1.07216, -3.56301, 1.72136], [-2.19166, -2.44122, 1.02118], [0.32661, -3.31330, -0.42053], [0.24334, -1.95601, 0.68303], [-1.73605, -1.09531, -0.74099], [-1.43132, -2.42106, -1.81031], [-0.54092, -0.35056, -2.74057], [1.89159, -1.59829, -2.91333], [0.81172, -2.92908, -2.43443], [0.47445, -1.96005, -3.86068], [0.61550, 0.03435, 0.23909], [2.13264, -1.01026, -0.84281], [1.96429, 0.48657, -2.35556], [0.98950, 2.66248, -1.41656], [-0.35788, 1.87152, -2.20664], [0.10523, 2.34247, 0.75638], [-1.01400, 3.24652, -0.28758], [-2.03674, -0.46055, 1.80311], [-3.57474, 0.21467, 2.18016], [-2.15676, 0.63933, 3.16315], [2.61606, 0.63117, 1.63559], [5.70597, 1.15835, -1.07310], [5.03250, 0.82115, 0.51297], [5.52543, 2.45118, 0.10610], [-5.24756, 1.32203, 3.93112], [-4.76479, 1.84652, 3.27861], [-4.58803, 1.12216, 4.60359]]
}



Record 3
{
  "formula": "C10H28Cl3O12P3",
  "method": "ωB97M-V with the def2-TZVPD basis set",
  "total_charge": 0,
  "relative_energy_kj_mol": 1677.07,
  "lumo_ev": 0.065,
  "energy_ha": -3704.97733,
  "elements": ["C", "O", "P", "O", "O", "C", "O", "C", "H", "H", "H", "H", "H", "H", "H", "H", "H", "C", "O", "P", "O", "O", "C", "O", "C", "H", "H", "H", "H", "H", "H", "H", "H", "H", "C", "O", "P", "O", "O", "C", "O", "C", "H", "H", "H", "H", "H", "H", "H", "H", "H", "C", "Cl", "Cl", "Cl", "H"],
  "coordinates": [[1.84547, 1.49023, 1.95757], [1.99286, 0.10592, 2.44604], [1.55666, -1.19932, 1.54081], [1.98957, -2.51069, 2.09408], [-0.08599, -1.02611, 1.26751], [-1.01554, -0.95843, 2.36413], [2.19698, -0.88902, 0.08128], [1.72351, -1.74702, -0.95397], [1.36396, 2.07221, 2.74341], [1.18417, 1.51092, 1.09134], [2.79268, 1.97566, 1.72250], [-1.75922, -1.75405, 2.31901], [-1.47034, 0.03202, 2.38034], [-0.44536, -1.26555, 3.24087], [0.78495, -2.18688, -0.61674], [2.37496, -2.55078, -1.29701], [1.43455, -1.11570, -1.79423], [2.57313, -3.35955, -5.66444], [2.63660, -2.04964, -5.15329], [2.62708, -1.82210, -3.54235], [1.40585, -2.20757, -2.79866], [3.05597, -0.24761, -3.54126], [2.79500, 0.67453, -2.44773], [3.93737, -2.51842, -3.06522], [5.15949, -2.41350, -3.71446], [1.61649, -3.46277, -6.17657], [2.40905, -4.15170, -4.93390], [3.40077, -3.63955, -6.31613], [1.84176, 0.63041, -1.92095], [2.86452, 1.68079, -2.86089], [3.65097, 0.61509, -1.77550], [5.40021, -3.27483, -4.33757], [5.97740, -2.53899, -3.00497], [5.31420, -1.50587, -4.29788], [-4.07532, 3.83052, 4.80163], [-4.45737, 2.47825, 4.49328], [-4.86378, 2.11185, 3.00955], [-5.90613, 3.00307, 2.48085], [-5.27731, 0.53732, 3.11932], [-4.32161, -0.42683, 3.55692], [-3.36619, 2.05259, 2.22335], [-3.36803, 2.15321, 0.82609], [-3.04124, 4.01500, 5.09273], [-4.72396, 4.17288, 5.60795], [-4.28740, 4.59599, 4.05518], [-4.85377, -1.35059, 3.78400], [-3.93192, -0.13772, 4.53297], [-3.50997, -0.63333, 2.85927], [-2.43633, 1.91701, 0.31205], [-3.47115, 3.20361, 0.55384], [-4.21039, 1.59892, 0.41217], [-0.60921, 1.38950, -1.46283], [1.08012, 1.12073, -1.27069], [-1.25636, 1.47843, 0.25305], [-1.46531, 0.14579, -2.32882], [-0.77701, 2.35149, -1.94711]]
}



Calculated values (eV) of orbital gap for the records, taken in order: 9.90, 5.93, 7.67.
Calculated values (eV) of highest occupied orbital energy for the records, taken in order: -9.5469, -2.9936, -7.6091.